(1)
17
Properties=species:S:1:pos:R:3 method="wB97M-V/def2-TZVPD" smiles="O=C(O)C(O)(O)O.C=C" e_lumo_ev=0.55 total_energy_ev=-14513.231 homo_ev=-9.8 orbital_gap_ha=0.381
C -2.19 0.40 -0.65
C -1.68 -0.71 -0.20
C 1.04 -0.32 0.56
C 0.67 0.71 -0.51
O 1.06 -1.64 -0.11
O 0.17 -0.21 1.62
O 2.29 0.06 0.91
O 0.32 1.80 0.17
O 0.79 0.59 -1.69
H -1.90 0.72 -1.60
H -2.90 1.10 -0.11
H -0.94 -1.26 -0.91
H 1.12 -1.38 -1.13
H 0.45 -0.73 2.45
H 2.89 -0.67 0.86
H 0.40 2.61 -0.46
H -1.60 -1.08 0.80

---

(2)
14
Properties=species:S:1:pos:R:3 method="wB97M-V/def2-TZVPD" smiles="CCOC(C)=S" e_lumo_ev=0.25 total_energy_ev=-17157.616 homo_ev=-8.5 orbital_gap_ha=0.322
C -1.15 -1.82 -0.45
C -0.21 -0.78 -1.11
C 0.73 0.73 0.57
C 0.48 2.19 1.09
H -0.60 -2.33 0.43
H -2.08 -1.27 0.19
H -1.35 -2.41 -1.39
H -0.31 -0.54 -2.22
H 0.94 -1.41 -0.93
H -0.17 2.22 1.84
H 0.13 2.78 0.23
H 1.56 2.40 1.44
O -0.19 0.48 -0.36
S 2.21 -0.23 0.67

---

(3)
14
Properties=species:S:1:pos:R:3 method="wB97M-V/def2-TZVPD" smiles=C[C@]1(O)C[C@@H]1S e_lumo_ev=0.79 total_energy_ev=-17159.115 homo_ev=-8.5 orbital_gap_ha=0.343
C -0.66 1.29 0.37
C -0.53 -0.17 0.07
C 0.14 -1.23 0.89
C 0.81 -0.78 -0.39
H -1.48 1.46 1.07
H -0.75 1.80 -0.59
H 0.24 1.72 0.77
H -2.01 0.24 -1.22
H 0.64 -0.81 1.76
H -0.37 -2.17 0.84
H 0.79 -1.47 -1.23
H 2.42 0.59 -1.42
O -1.61 -0.54 -0.75
S 2.38 0.07 -0.16

---

(4)
14
Properties=species:S:1:pos:R:3 method="wB97M-V/def2-TZVPD" smiles=OCC[C@H]1CS1 e_lumo_ev=0.82 total_energy_ev=-17159.457 homo_ev=-8.6 orbital_gap_ha=0.345
C 1.12 -0.35 -0.70
C 0.23 -1.08 0.25
C -1.02 -0.29 0.67
C -1.23 1.12 0.25
H 2.13 1.32 -0.64
H 1.94 -1.01 -0.96
H 0.60 -0.01 -1.61
H -0.11 -2.10 -0.03
H 0.82 -1.22 1.15
H -1.46 -0.53 1.62
H -1.62 1.81 1.02
H -0.60 1.62 -0.48
O 1.59 0.79 -0.01
S -2.41 -0.06 -0.53

---

(5)
14
Properties=species:S:1:pos:R:3 method="wB97M-V/def2-TZVPD" smiles="O=CCCCS" e_lumo_ev=0.87 total_energy_ev=-17159.733 homo_ev=-9.1 orbital_gap_ha=0.367
O -0.86 -1.69 -2.22
C -1.12 -1.84 -1.05
C -0.65 -0.95 0.07
C 0.18 0.23 -0.40
C 0.87 0.98 0.73
S 0.51 2.77 0.55
H -1.55 -2.80 -0.70
H -1.53 -0.54 0.58
H -0.15 -1.62 0.76
H -0.44 0.80 -1.11
H 0.95 -0.09 -1.12
H 0.62 0.65 1.73
H 1.95 0.90 0.58
H 1.22 3.21 1.60

---

(6)
14
Properties=species:S:1:pos:R:3 method="wB97M-V/def2-TZVPD" smiles=C1CSCCO1 e_lumo_ev=0.95 total_energy_ev=-17159.785 homo_ev=-8.6 orbital_gap_ha=0.351
C -0.64 1.36 0.26
C 0.79 1.16 -0.24
C 0.66 -1.24 -0.30
C -0.71 -1.29 0.37
H -0.69 1.30 1.36
H -1.19 2.27 -0.04
H 0.73 1.27 -1.35
H 1.39 2.05 0.13
H 0.56 -1.28 -1.41
H 1.30 -2.07 -0.12
H -1.23 -2.20 0.03
H -0.63 -1.28 1.46
O 1.39 -0.07 0.14
S -1.74 0.01 -0.28

---

(7)
14
Properties=species:S:1:pos:R:3 method="wB97M-V/def2-TZVPD" smiles="C[C@@H](C=O)CS" e_lumo_ev=0.50 total_energy_ev=-17156.958 homo_ev=-9.5 orbital_gap_ha=0.367
C 0.32 1.66 -0.10
C 0.28 0.11 -0.22
C -0.83 -0.73 0.44
C 1.63 -0.67 0.19
H 0.65 2.27 -1.16
H 0.83 1.95 0.97
H -1.01 1.76 -0.04
H 0.23 -0.02 -1.30
H -0.30 -1.79 0.24
H -0.92 -0.59 1.40
H -2.22 -1.10 -1.31
H 1.66 -0.60 1.45
O 2.22 -1.54 -0.41
S -2.53 -0.70 -0.13

---

(8)
14
Properties=species:S:1:pos:R:3 method="wB97M-V/def2-TZVPD" e_lumo_ev="-1.00 / -0.92" total_energy_ev=-14195.557 homo_ev="-7.7 / -7.6" orbital_gap_ha="0.246 / 0.244"
C 0.25 -0.34 1.20
C -0.53 -0.81 -1.22
C -0.86 0.50 0.81
C -1.31 0.22 -0.62
O 1.58 -2.36 0.00
Si 1.26 -0.75 -0.32
H 0.58 -0.32 2.22
H -1.73 0.11 1.54
H -0.74 1.63 0.87
H -0.95 0.96 -1.31
H -2.34 0.14 -0.84
H 2.41 -2.65 0.43
H 2.04 -0.17 -1.37
H 2.00 0.48 0.82

---

(9)
14
Properties=species:S:1:pos:R:3 method="wB97M-V/def2-TZVPD" e_lumo_ev="0.02 / 0.33" total_energy_ev=-14198.704 homo_ev="-8.2 / -6.9" orbital_gap_ha="0.303 / 0.266"
C 2.24 -1.78 -0.39
C 1.56 -0.85 -0.02
C -1.95 -1.50 0.84
C 0.19 1.66 -1.19
O 0.76 1.61 1.44
Si 0.48 0.54 0.27
H 2.50 -2.80 -0.49
H -1.53 -1.17 1.82
H -2.89 -1.12 0.43
H -1.48 -2.41 0.46
H -0.73 2.33 -1.14
H 1.06 2.22 -1.39
H -0.19 1.05 -2.04
H -0.02 2.22 1.40

---

(10)
14
Properties=species:S:1:pos:R:3 method="wB97M-V/def2-TZVPD" e_lumo_ev=-0.11 total_energy_ev=-22851.269 homo_ev=-8.2 orbital_gap_ha=0.298
C 0.83 1.46 -1.40
C -1.78 -0.32 0.43
C 1.51 0.47 1.04
C -1.52 -1.72 0.13
P 0.78 1.90 0.22
P -1.92 1.22 0.56
H 1.12 0.68 -2.04
H 0.53 2.29 -2.05
H 2.69 0.40 1.09
H 0.95 0.22 1.90
H 1.34 -0.25 0.17
H -1.84 -1.88 -0.90
H -0.49 -1.97 0.23
H -2.21 -2.51 0.62

---

(11)
13
Properties=species:S:1:pos:R:3 method="wB97M-V/def2-TZVPD" e_lumo_ev=0.90 total_energy_ev=-15109.730 homo_ev=-7.8 orbital_gap_ha=0.321
C -2.49 0.07 0.18
C 0.23 0.88 -0.12
C 1.56 0.74 0.18
C 2.37 -0.58 0.00
H -2.87 -0.99 0.32
H -2.87 0.55 -0.92
H -2.58 0.85 0.98
H -0.28 1.88 -0.45
H 2.28 1.70 0.11
H 2.79 -1.04 1.11
H 1.44 -1.34 -0.32
H 3.36 -0.53 -0.63
S -0.71 -0.48 -0.10

---

(12)
15
Properties=species:S:1:pos:R:3 method="wB97M-V/def2-TZVPD" e_lumo_ev="-1.15 / -1.47" total_energy_ev=-33823.203 homo_ev="-7.7 / -7.2" orbital_gap_ha="0.241 / 0.210"
C 0.08 0.54 -0.01
C -0.68 -0.62 0.05
C 1.59 0.34 -0.18
C 0.03 -1.95 0.09
Si -0.38 2.29 0.11
S -2.37 -0.99 0.09
S -3.77 0.36 -0.13
H 2.11 1.29 -0.21
H 1.80 -0.19 -1.11
H 2.00 -0.25 0.64
H 0.73 -2.00 0.92
H 0.58 -2.12 -0.83
H -0.69 -2.76 0.20
H 0.72 3.24 0.14
H -1.72 2.82 0.23